(1)
Molecular formula: C36H43N3O4S2
Method: DFT, ωB97M-V/def2-TZVPD

Element x y z (Å)
C: -0.22257 0.78398 1.89201
C: 3.66099 -1.66584 2.40014
O: -1.03646 -0.09982 2.63041
C: 1.72982 -5.62998 -7.73594
H: -7.37165 4.28145 1.67078
H: -3.66904 -0.96756 0.79184
H: 3.21506 1.56456 4.73820
H: 1.42782 4.93618 4.56101
H: -9.04722 -0.11738 3.17178
H: 3.37450 3.41145 2.48299
C: -0.17226 -6.56418 -9.52772
S: -0.67427 4.64957 1.64731
H: -9.60642 3.50292 0.96108
C: -7.41914 1.27780 3.23052
C: -0.53472 -5.65715 -8.54174
H: 2.02252 3.13146 6.07326
C: 2.11633 -1.75632 -3.87447
H: 4.74149 1.89436 1.59247
H: -10.44626 1.30617 1.71630
H: -1.55913 -5.31511 -8.47069
H: -3.08426 1.89587 1.50113
H: -0.18271 1.74988 5.61545
C: 0.81896 0.56297 4.15856
H: 4.41975 2.76985 4.36632
H: 2.58428 -0.31618 -7.42225
H: 3.13772 5.23391 4.13529
C: 0.44319 0.12284 0.66982
H: -1.31712 -1.71982 1.32556
C: 3.34209 2.58842 4.40443
H: -2.49146 0.05142 0.00397
H: 1.42144 -7.71797 -10.38162
C: 0.41681 -5.18772 -7.64714
H: 0.86000 -0.85510 0.88319
C: 2.09053 -6.54302 -8.71688
H: 1.99091 -2.16041 -2.87759
N: 0.13114 2.69842 3.42550
C: -3.55642 0.94070 1.71446
C: -6.94990 2.51495 2.81098
H: 2.44413 0.23823 -3.17139
C: 2.44774 4.94964 4.92618
O: 0.79591 2.03220 -0.99499
H: 2.57457 5.69789 5.70422
N: 2.76683 -0.67389 2.52773
H: 3.35129 -2.67870 2.60869
C: 2.45049 -0.72020 -6.42684
N: 2.80146 2.84024 3.07667
H: 6.40546 0.06529 1.38036
H: -0.89218 1.52660 1.45037
C: 0.75103 1.44397 2.90634
H: -6.80273 0.65134 3.86288
H: 5.66079 -2.24535 1.93826
H: 1.80973 -3.64528 -4.84666
H: 1.04143 0.49998 6.22219
H: -0.30713 -0.00473 -0.10192
C: 2.54064 0.11348 -5.32049
H: -2.45702 -1.49917 2.59871
C: 0.54785 0.98836 5.39085
C: -0.21178 3.56329 2.66366
S: 1.58749 1.24635 -0.09227
H: 2.47318 -5.26276 -7.03903
C: 1.13968 -7.00849 -9.61431
H: 2.74022 1.16902 -5.45362
H: -4.62748 0.97688 1.54818
H: 0.13508 -4.47645 -6.88062
O: 2.09798 2.28659 0.99875
C: -8.67856 0.84469 2.83986
C: 5.39413 -0.13756 1.69252
O: 2.65130 0.58726 -0.78531
C: 2.01787 -2.59006 -4.98040
C: -2.88873 -0.22986 0.97768
C: 2.37588 -0.40290 -4.04238
C: -7.73758 3.31645 1.99676
H: 3.11330 -6.89113 -8.78263
H: 2.11295 -2.72291 -7.11970
C: 2.17614 1.77075 2.36674
H: 3.65632 3.73312 6.15758
C: -9.46522 1.64504 2.02323
H: 1.05823 -0.47582 4.02673
C: 3.17428 0.55344 2.26718
H: -0.91318 -6.92555 -10.22918
C: 2.18687 -2.07237 -6.25710
C: -1.86923 -0.94733 1.86685
C: 4.46356 0.88134 1.82862
C: 4.96388 -1.42112 2.00682
C: 2.81836 3.57062 5.47623
C: -8.99390 2.87997 1.59998
H: -3.41759 0.77772 2.78376
H: -5.96898 2.85422 3.11898

As for the SMILES: C=C[C@]1(N=C=S)[C@H](OCCC)CS(=O)(=O)O[C@]1(NCCC)c1ccccn1.c1ccccc1.c1ccccc1.c1ccccc1. As for the charge: 0. The LUMO energy is 0.55 eV. Its gap between HOMO and LUMO is 9.5575 eV. The value obtained for the energy above the lowest of the compared OMol25 structures with the same formula, charge and spin is 0.0000 eV. The total energy is -2659.062888 Eh. The calculation puts the HOMO energy at -0.3310 Eh.

Atomic partial charges in e from the Mulliken method, atoms 1 to 5:
1 C -0.041
2 C -0.519
3 O -0.538
4 C -0.121
5 H 0.362

(2)
Molecular formula: C36H44BBrMnN7PS2
Method: DFT, ωB97M-V/def2-TZVPD

Element x y z (Å)
C: 4.66940 -1.18200 -2.41230
C: 6.96780 -1.56500 -2.94960
C: 3.05580 -0.38530 1.42940
H: -3.47750 -1.56140 1.31430
Mn: 0.20920 -0.20890 -0.16610
H: -0.95020 -3.18850 -4.64810
C: 3.47660 -1.74170 3.44550
C: -1.54640 2.41810 2.80780
S: 1.63810 -1.12040 -1.72180
C: 7.01250 -2.56960 -1.99490
C: -1.79350 0.87470 -3.22820
C: 5.79720 -0.86310 -3.15930
H: -3.90710 0.57930 -2.82860
H: 5.92340 -3.66230 -0.50690
H: -2.97790 1.17530 -1.44360
C: 5.88680 -2.88230 -1.25260
H: 7.92960 -3.11050 -1.82480
C: 2.46090 -1.78980 -4.86450
H: 4.01790 2.66340 0.77750
H: 2.41690 -2.56550 -4.11320
H: 5.74890 -0.07280 -3.89710
C: -0.41180 3.01150 2.29890
H: -4.14900 1.75350 1.00870
C: 4.11300 0.53090 1.41970
C: 2.27810 -1.05030 -7.13540
C: -3.10420 1.24520 -2.52250
H: 1.11430 4.30720 -1.87210
H: 1.47000 -2.53020 0.71530
H: 0.99280 -1.96340 2.33970
H: -0.97090 0.86580 -5.23770
H: 0.05720 3.94010 2.55120
H: 1.81320 -3.51540 2.14320
H: -1.84160 -1.01290 0.86700
C: 2.78040 -0.49220 -4.48510
H: 4.45540 -1.28780 3.57720
N: -0.93810 -2.52430 -0.71660
H: -2.16460 2.77140 3.60660
H: -2.94320 -0.13250 3.09600
S: 3.48690 1.72630 -2.35530
C: -2.31730 -4.48940 -0.63320
C: -1.53260 -3.50850 -0.04550
H: 3.88150 -2.32910 1.42810
H: 3.51020 -2.75130 3.84590
H: -2.60160 -2.58980 -4.52820
H: -2.64580 0.32320 -5.12310
C: 0.57290 3.39050 -1.99170
H: -3.27850 -0.30330 0.09630
N: -0.15520 1.39210 -1.45780
H: 3.81620 -2.44310 -0.90820
C: 3.09520 -1.78240 1.96040
H: 1.96180 -3.07400 -6.49570
C: 3.57280 1.70320 0.93930
B: 1.21580 2.54930 0.35430
H: 2.65500 1.02570 -7.49180
H: -2.78110 -5.23840 -0.01020
N: -0.71230 1.14340 1.17420
H: -5.06630 0.58950 1.97180
C: 2.84700 0.52880 -5.42090
H: -3.38090 2.26650 -2.76830
H: 5.12490 0.35590 1.71910
N: 2.27950 1.49210 0.67130
H: -3.10540 -5.21200 -2.48470
H: -1.57580 -0.17490 -3.00460
C: -4.18220 1.22130 1.95880
H: 7.85080 -1.32600 -3.52200
H: 2.74560 -1.16870 4.01310
C: 1.76010 -2.49320 1.77240
H: -0.54110 -1.80310 -2.59550
C: -1.93350 -3.39890 -4.22980
N: 1.95280 0.21580 0.97320
C: -1.09230 -2.54960 -2.04270
C: -2.88370 -0.70120 1.02790
H: -0.53450 3.53620 -3.88710
C: -0.27460 2.98900 -3.00440
Br: -1.33220 -3.61620 1.84020
P: 3.17800 -0.18300 -2.73590
H: 3.09520 1.53110 -5.10020
H: 1.64420 3.63370 0.50370
C: 2.59700 0.24190 -6.75160
C: -0.71720 1.72050 -2.62640
C: 4.70710 -2.19140 -1.46340
C: -2.49200 -4.46680 -2.00250
C: -2.92070 0.36190 2.11850
C: 2.20590 -2.06620 -6.19320
N: 0.05910 2.24220 1.31620
H: -2.27190 2.03890 -4.99070
C: -1.92250 1.04030 -4.73960
C: -1.72050 1.25280 2.05710
C: -1.84510 -3.48190 -2.74230
H: -2.31770 -4.32470 -4.65080
N: 0.62480 2.42370 -1.06860
H: -4.27650 1.95320 2.75510
H: 2.08730 -1.27220 -8.17450

As for the charge: +1. The LUMO energy (spin up / spin down) is -5.56 / -2.79 eV. Its gap between HOMO and LUMO (spin up / spin down) is 5.0499 / 7.8862 eV. The value obtained for the energy above the lowest of the compared OMol25 structures with the same formula, charge and spin is 0.8922 eV. Its expectation value of S² is 6.4336. The total energy is -6669.073809 Eh. The calculation puts the HOMO energy (spin up / spin down) at -0.3898 / -0.3925 Eh. The multiplicity is 5.

Atomic partial charges in e from the Mulliken method, atoms 1 to 5:
1 C 0.328
2 C -0.687
3 C 0.005
4 H 0.617
5 Mn 0.245

(3)
Molecular formula: C36H44N6O4S
Method: DFT, ωB97M-V/def2-TZVPD

Element x y z (Å)
H: 3.71087 5.05599 -6.48280
N: 0.53092 -5.47920 2.18002
C: 2.69429 0.92999 0.52422
C: 4.03834 0.86089 -1.31281
C: -0.10355 0.62101 -2.96165
H: 11.47953 3.57484 -2.72876
C: -4.79151 -2.37811 1.31239
H: 1.53419 -8.68286 1.97580
H: 5.74284 2.14153 1.30014
C: -2.54542 2.62544 -0.88421
C: -5.71246 -0.01655 2.28125
H: -1.65753 2.04793 -3.11070
H: 0.11844 -8.59256 -0.07991
H: 9.51887 2.98772 -4.15915
H: 1.73569 -6.63158 3.36996
H: 6.05525 1.57545 -1.10959
N: 8.83162 1.03200 -1.51049
C: 10.85870 2.25849 -1.14767
C: -2.52469 2.59168 1.46494
C: 1.13231 -6.63140 2.46838
O: -1.85473 -3.54108 -1.98207
O: -1.23613 -2.03349 -0.17655
N: 2.84639 0.62391 -0.76402
C: 10.73849 2.86326 -2.38798
H: 4.12681 0.60575 -2.35753
C: 4.93178 1.71653 0.72223
C: 8.73119 1.62392 -2.69929
S: -0.70005 -2.83872 -1.46437
H: -0.73701 1.52618 -0.67325
H: 0.62243 1.42937 -2.88740
C: 3.88922 1.82718 -5.53242
C: 3.68858 4.17664 -5.85201
H: 9.94033 0.85514 0.20243
H: -6.80628 -1.16007 3.73114
C: 1.01925 -7.77503 1.69243
H: 3.51808 1.70367 2.34977
H: 1.43217 -0.75821 -2.49430
C: 3.40031 3.12928 -3.73431
H: -2.01739 1.63529 1.63406
C: 3.69864 1.47507 1.30831
H: -8.49887 -2.22750 5.50061
C: -0.40206 -6.53204 0.23714
C: 3.41538 4.28597 -4.49842
H: -2.26626 0.39056 -2.96985
H: -4.39776 -3.29921 0.89533
C: -0.21913 -5.44594 1.07977
N: 3.63072 1.91462 -4.22836
N: -8.47823 -0.18643 5.31659
H: 3.19424 3.16914 -2.66918
H: -8.58866 1.85897 5.29507
C: 3.93205 2.92069 -6.38341
H: -0.13507 0.30278 -4.00857
C: 0.23342 -7.72140 0.55243
H: -3.16261 2.79069 2.32475
O: -0.41192 -1.73353 -2.63261
H: 7.86419 1.34510 -3.28957
C: -1.51047 1.08684 -2.61163
N: -4.38538 -1.25617 0.71918
H: -10.89748 -0.08882 8.33245
O: -3.32427 2.57114 0.30570
H: -0.69685 -4.49653 0.86919
H: -1.75518 3.37120 1.42049
C: 9.88289 1.35326 -0.75928
C: -4.84507 -0.10036 1.20329
H: 4.14921 2.78931 -7.43439
C: 5.10807 1.40431 -0.61567
C: -9.75503 -1.32420 6.99634
H: -5.95752 -3.33905 2.83472
H: 4.06947 0.82556 -5.90781
H: -3.25971 2.80958 -1.68774
H: -10.14121 2.02074 7.23198
C: -1.72511 1.35818 -1.10749
H: -10.05546 -2.26324 7.43985
C: -8.93678 0.96569 5.80196
H: -1.90302 3.51412 -0.83641
H: 11.69031 2.48192 -0.49383
H: 3.21844 5.24630 -4.04240
H: 0.37880 -0.44447 -1.14139
H: -2.19332 -1.81961 -0.24144
C: -6.12780 -1.19077 2.88780
C: -8.88863 -1.30324 5.91475
H: -6.05444 0.94617 2.63559
C: -9.80308 1.05603 6.88018
H: -2.23141 0.53101 -0.61480
C: 0.39122 -0.60571 -2.21724
H: 1.71429 0.72278 0.94437
H: -1.02582 -6.44171 -0.64205
C: 9.65195 2.54020 -3.18391
C: -10.22037 -0.11624 7.48853
C: -5.65864 -2.39857 2.39259
H: -4.49084 0.78658 0.69252

As for the charge: 0. The LUMO energy is 0.65 eV. Its gap between HOMO and LUMO is 9.9010 eV. The total energy is -2425.799803 Eh. The calculation puts the HOMO energy at -0.3400 Eh.

Atomic partial charges in e from the Mulliken method, atoms 1 to 5:
1 H 0.369
2 N -0.537
3 C -0.147
4 C -0.547
5 C -0.734